{"formula": "C99H219N9O15", "method": "ωB97M-V/def2-TZVPD", "relative_energy_kj_mol": 134.53, "total_charge": 0, "gap_ha": 0.312, "homo_energy_ev": -8.08, "lumo_ev": 0.417, "elements": ["C", "C", "C", "O", "H", "H", "H", "H", "H", "H", "H", "H", "C", "C", "C", "O", "H", "H", "H", "H", "H", "H", "H", "H", "C", "C", "C", "O", "H", "H", "H", "H", "H", "H", "H", "H", "C", "C", "C", "O", "H", "H", "H", "H", "H", "H", "H", "H", "C", "C", "C", "O", "H", "H", "H", "H", "H", "H", "H", "H", "C", "C", "C", "O", "H", "H", "H", "H", "H", "H", "H", "H", "C", "C", "C", "C", "C", "C", "N", "O", "C", "C", "C", "H", "H", "H", "H", "H", "H", "H", "H", "H", "H", "H", "H", "H", "H", "H", "H", "H", "H", "H", "C", "C", "C", "C", "C", "C", "N", "O", "C", "C", "C", "H", "H", "H", "H", "H", "H", "H", "H", "H", "H", "H", "H", "H", "H", "H", "H", "H", "H", "H", "C", "C", "C", "C", "C", "C", "N", "O", "C", "C", "C", "H", "H", "H", "H", "H", "H", "H", "H", "H", "H", "H", "H", "H", "H", "H", "H", "H", "H", "H", "C", "C", "C", "C", "C", "C", "N", "O", "C", "C", "C", "H", "H", "H", "H", "H", "H", "H", "H", "H", "H", "H", "H", "H", "H", "H", "H", "H", "H", "H", "C", "C", "C", "C", "C", "C", "N", "O", "C", "C", "C", "H", "H", "H", "H", "H", "H", "H", "H", "H", "H", "H", "H", "H", "H", "H", "H", "H", "H", "H", "C", "C", "C", "C", "C", "C", "N", "O", "C", "C", "C", "H", "H", "H", "H", "H", "H", "H", "H", "H", "H", "H", "H", "H", "H", "H", "H", "H", "H", "H", "C", "C", "C", "C", "C", "C", "N", "O", "C", "C", "C", "H", "H", "H", "H", "H", "H", "H", "H", "H", "H", "H", "H", "H", "H", "H", "H", "H", "H", "H", "C", "C", "C", "C", "C", "C", "N", "O", "C", "C", "C", "H", "H", "H", "H", "H", "H", "H", "H", "H", "H", "H", "H", "H", "H", "H", "H", "H", "H", "H", "C", "C", "C", "C", "C", "C", "N", "O", "C", "C", "C", "H", "H", "H", "H", "H", "H", "H", "H", "H", "H", "H", "H", "H", "H", "H", "H", "H", "H", "H"], "xyz": [[8.13882, -4.86261, 31.87455], [8.91482, -5.69053, 30.81385], [9.32312, -4.99351, 29.55487], [10.13569, -6.22753, 31.37292], [7.17182, -4.58976, 31.43477], [8.63703, -3.86519, 32.00883], [8.07134, -5.36621, 32.86770], [8.38108, -6.56080, 30.58531], [10.16858, -4.33398, 29.71344], [8.45976, -4.52190, 29.15917], [9.59559, -5.73467, 28.83431], [10.77142, -5.54878, 31.67415], [-2.78952, -7.14651, 27.31382], [-1.40320, -7.58329, 27.40237], [-1.06527, -8.52986, 26.23051], [-0.42628, -6.51390, 27.29320], [-3.47512, -7.96737, 27.33262], [-2.89537, -6.64909, 26.36273], [-3.04137, -6.47165, 28.12235], [-1.14842, -7.94923, 28.39449], [-1.65783, -9.39486, 26.23392], [0.02468, -8.73300, 26.24134], [-1.21183, -7.89530, 25.34140], [-0.56397, -5.97580, 26.47087], [1.11140, -1.68997, 31.58667], [1.09470, -3.17681, 31.72453], [0.87346, -3.80458, 30.37658], [2.41209, -3.70412, 32.18683], [1.49331, -1.22746, 32.55236], [0.09653, -1.31229, 31.50205], [1.82481, -1.43355, 30.80282], [0.41194, -3.48023, 32.53745], [1.56166, -3.52034, 29.64510], [-0.10010, -3.54172, 29.93305], [0.97850, -4.87954, 30.41853], [2.35839, -4.62626, 32.12197], [-0.77599, -12.56701, 26.20694], [0.42933, -13.09644, 27.11011], [1.23798, -11.93315, 27.72573], [-0.02815, -13.97207, 28.12833], [-0.47955, -12.00378, 25.35076], [-1.42223, -11.90049, 26.76399], [-1.44768, -13.40839, 25.89001], [1.07473, -13.70032, 26.48651], [2.12186, -12.25599, 28.32066], [0.53504, -11.38089, 28.40794], [1.49147, -11.15527, 26.99211], [-0.30710, -13.45007, 28.87524], [6.99850, -14.91743, 27.71396], [6.05765, -14.19843, 26.74911], [5.20360, -13.17774, 27.42447], [6.82760, -13.60226, 25.69088], [7.60401, -15.69785, 27.14704], [6.40843, -15.46774, 28.43205], [7.69822, -14.16823, 28.14116], [5.45597, -15.00965, 26.33077], [4.45092, -12.83900, 26.70722], [5.74160, -12.26762, 27.66933], [4.70967, -13.47112, 28.35006], [7.44075, -13.05249, 26.22184], [9.46843, -8.76171, 24.59221], [8.68476, -10.03334, 24.37150], [9.58763, -11.28246, 24.36752], [7.66739, -10.11393, 25.40313], [9.72374, -8.75539, 25.66038], [8.86071, -7.93932, 24.28433], [10.35404, -8.78143, 23.90142], [8.23714, -10.07516, 23.38425], [10.08175, -11.38469, 23.36448], [9.06575, -12.19275, 24.56993], [10.37997, -11.31676, 25.09525], [6.79972, -10.33495, 25.01972], [4.34839, -6.05456, 36.41854], [4.04478, -6.27796, 34.87921], [4.28747, -7.77430, 34.48676], [3.18683, -8.70812, 34.93399], [1.88034, -8.23945, 34.36512], [1.55005, -6.78550, 34.72707], [2.74574, -5.93538, 34.42825], [2.44697, -4.59961, 34.85668], [0.40468, -6.26100, 33.87434], [1.13304, -6.70185, 36.22998], [5.11634, -5.47843, 34.12176], [3.85367, -6.87206, 36.94568], [3.79056, -5.17329, 36.72025], [5.40535, -6.09124, 36.63783], [4.36703, -7.71121, 33.41316], [5.31552, -7.90879, 34.78205], [3.14619, -8.78756, 36.00979], [3.41796, -9.69849, 34.59207], [1.06440, -8.84588, 34.74721], [1.74613, -8.45900, 33.28171], [-0.46989, -6.95131, 33.90284], [0.09373, -5.31493, 34.28440], [0.62458, -6.13188, 32.81009], [0.84366, -5.68605, 36.43939], [0.29375, -7.46713, 36.44358], [1.96618, -6.89447, 36.89433], [5.13028, -4.44057, 34.49173], [5.11700, -5.39909, 33.04064], [6.03471, -6.03161, 34.33301], [2.60677, -4.01776, 34.02894], [8.54292, -8.83359, 32.95381], [8.56592, -10.21932, 32.25936], [7.10388, -10.72530, 31.87797], [7.07634, -11.86928, 30.88353], [7.99985, -11.56347, 29.69350], [9.42246, -11.14879, 30.07678], [9.24369, -9.98632, 30.97909], [10.52467, -9.34201, 31.20539], [10.23016, -12.41888, 30.55661], [10.02034, -10.61853, 28.71167], [9.27847, -11.21519, 33.25141], [7.72387, -8.73038, 33.67206], [8.29428, -8.00352, 32.26711], [9.49825, -8.69191, 33.46752], [6.75821, -10.97155, 32.87388], [6.55467, -9.88420, 31.48790], [6.11374, -12.20555, 30.61825], [7.44572, -12.77499, 31.38575], [7.58492, -10.65128, 29.20848], [7.94040, -12.31973, 28.94121], [10.32758, -13.05160, 29.65793], [11.21508, -12.11975, 30.90553], [9.63775, -12.84776, 31.32373], [10.07566, -11.48236, 28.01395], [9.41199, -9.81263, 28.23708], [11.02037, -10.19096, 28.84973], [8.87015, -12.23749, 33.20655], [9.07758, -10.93313, 34.31610], [10.34459, -11.18270, 33.15833], [10.42614, -8.38542, 31.05562], [0.29259, -4.40093, 22.78414], [0.48101, -5.02207, 24.18454], [1.67525, -4.42907, 25.04891], [1.33847, -2.93982, 25.54860], [-0.02584, -2.86579, 26.27256], [-1.21240, -3.51360, 25.50684], [-0.75259, -4.85033, 25.00442], [-1.82429, -5.45380, 24.26747], [-2.32547, -3.72470, 26.52168], [-1.76570, -2.56960, 24.38592], [0.75288, -6.53155, 24.04064], [1.22447, -4.44808, 22.28852], [-0.19107, -3.40678, 22.61540], [-0.42559, -5.02989, 22.19084], [1.95169, -5.07235, 25.91996], [2.56786, -4.32042, 24.46263], [1.37979, -2.33632, 24.62391], [2.17844, -2.60961, 26.24291], [-0.35264, -1.83028, 26.36521], [0.06328, -3.32288, 27.27011], [-2.55812, -2.76203, 26.97702], [-3.22538, -4.05978, 25.97660], [-1.95695, -4.41151, 27.25757], [-0.98802, -1.91126, 23.96181], [-2.27561, -3.15495, 23.58411], [-2.39841, -1.83363, 24.81978], [1.08069, -6.97090, 25.02402], [1.60745, -6.61995, 23.39078], [-0.01159, -7.12672, 23.56149], [-2.19810, -4.85921, 23.63323], [2.58240, -16.11114, 30.31169], [2.67165, -16.09015, 31.84228], [4.06003, -16.55510, 32.28692], [5.11391, -15.48459, 32.03915], [4.70379, -14.30546, 32.85199], [3.33357, -13.66678, 32.36277], [2.35032, -14.78242, 32.50957], [1.01977, -14.42395, 32.26235], [2.80873, -12.54859, 33.33632], [3.42291, -13.12123, 30.94722], [1.64126, -17.15484, 32.37882], [3.50663, -15.76291, 29.93615], [1.70223, -15.54795, 30.01034], [2.50215, -17.17106, 30.07753], [3.91648, -16.70658, 33.32220], [4.33974, -17.44760, 31.72589], [5.17721, -15.28227, 30.97053], [6.00114, -15.94351, 32.50436], [5.43229, -13.49223, 33.00689], [4.44535, -14.66315, 33.89503], [2.03870, -12.04174, 32.75508], [2.40117, -12.81623, 34.29867], [3.65454, -11.86191, 33.51328], [3.74208, -13.92473, 30.22567], [2.49002, -12.75682, 30.52584], [4.05786, -12.21348, 30.91949], [0.62174, -17.17402, 31.90566], [1.43903, -16.99923, 33.42991], [2.02670, -18.18769, 32.20136], [0.55751, -14.77095, 33.03688], [6.77580, -1.30119, 32.24242], [5.28720, -0.97618, 31.97030], [5.12811, 0.49455, 31.49871], [5.51514, 0.79460, 30.01532], [4.74857, -0.17071, 29.10917], [5.03945, -1.62525, 29.42932], [4.72883, -1.82327, 30.87628], [5.00351, -3.17241, 31.10930], [4.07208, -2.54733, 28.64776], [6.48906, -1.91834, 29.03400], [4.49377, -1.22127, 33.25924], [7.45571, -0.87498, 31.52458], [6.90866, -2.34099, 32.29315], [7.03892, -0.83493, 33.19126], [4.06782, 0.85641, 31.47940], [5.53475, 1.18851, 32.21111], [6.58130, 0.69108, 29.86661], [5.13542, 1.77632, 29.68117], [5.06877, -0.06043, 28.07135], [3.64258, 0.07987, 29.19183], [4.36349, -2.52737, 27.62934], [4.16969, -3.58675, 28.94529], [3.01319, -2.34955, 28.76862], [6.60407, -1.83210, 27.95379], [7.22100, -1.27184, 29.50793], [6.81923, -2.92601, 29.34547], [4.67371, -2.19683, 33.62018], [3.42307, -1.02610, 33.18875], [4.86466, -0.55853, 34.02681], [4.18364, -3.60891, 31.39681], [-2.15724, -15.14310, 31.23762], [-2.67686, -13.68434, 31.21799], [-3.87058, -13.47915, 32.14481], [-4.31628, -12.04755, 32.28678], [-3.08514, -11.34412, 32.84166], [-1.84285, -11.40824, 31.93289], [-1.54462, -12.75620, 31.63248], [-0.56882, -12.80730, 30.63632], [-2.12457, -10.58528, 30.61143], [-0.58992, -10.77846, 32.65614], [-3.15565, -13.41220, 29.70315], [-2.99058, -15.82897, 31.09020], [-1.69075, -15.42170, 32.18266], [-1.42969, -15.16999, 30.41738], [-4.59124, -14.20386, 31.78074], [-3.67270, -13.84783, 33.13161], [-5.16864, -11.86787, 32.99683], [-4.54961, -11.53576, 31.36150], [-2.75464, -11.78802, 33.81347], [-3.20859, -10.25122, 32.90661], [-1.35495, -10.84092, 29.90898], [-3.12884, -10.69525, 30.26225], [-1.96484, -9.53893, 30.87865], [0.19014, -10.59028, 31.84205], [-0.90880, -9.77170, 33.00168], [-0.23627, -11.40871, 33.52171], [-3.53199, -12.42774, 29.55086], [-3.96064, -14.12946, 29.45951], [-2.34153, -13.66964, 28.99930], [0.05220, -13.38470, 31.07758], [3.51780, -9.72262, 22.61198], [3.41218, -11.20942, 23.04378], [2.48182, -11.97239, 22.05744], [2.92675, -12.12418, 20.60153], [4.26567, -12.84562, 20.60206], [5.31086, -12.12502, 21.52057], [4.70389, -11.96185, 22.91244], [5.62876, -11.39603, 23.79037], [6.57121, -13.02788, 21.68170], [5.94145, -10.82269, 20.81250], [2.83480, -11.44821, 24.46032], [3.65399, -9.64670, 21.54898], [4.37003, -9.30013, 23.13873], [2.67247, -9.18245, 23.06531], [2.20381, -12.96897, 22.42633], [1.57691, -11.33880, 21.98240], [2.98168, -11.09864, 20.18075], [2.22308, -12.71522, 20.00281], [4.61268, -12.99714, 19.55819], [4.07880, -13.84326, 20.97841], [6.23438, -13.98167, 22.02088], [6.95888, -13.25916, 20.68870], [7.31689, -12.48680, 22.26409], [6.64113, -10.29724, 21.45935], [6.53548, -11.22037, 20.01502], [5.18717, -10.12827, 20.44616], [2.96154, -12.49688, 24.67676], [1.77739, -11.33207, 24.47886], [3.24388, -10.80588, 25.23451], [5.79605, -12.05370, 24.44953], [1.23295, -8.30203, 29.98676], [2.73117, -8.14430, 29.63547], [3.49435, -9.44645, 29.87909], [4.82459, -9.45394, 29.18180], [4.76010, -9.12259, 27.69232], [4.09149, -7.73622, 27.45461], [2.83553, -7.85820, 28.23179], [2.23782, -6.59870, 28.02838], [4.99141, -6.54052, 27.77478], [3.73508, -7.64243, 25.96035], [3.28882, -7.02536, 30.51578], [0.71117, -7.35661, 30.17622], [1.18426, -8.93222, 30.87644], [0.65433, -8.72841, 29.15597], [3.57280, -9.64657, 31.00196], [2.91504, -10.27114, 29.37478], [5.29471, -10.40125, 29.35591], [5.47607, -8.70079, 29.58049], [4.10895, -9.87103, 27.23342], [5.72531, -9.06945, 27.29466], [6.00295, -6.75600, 27.38228], [4.55161, -5.68226, 27.26620], [4.93800, -6.23918, 28.84811], [2.97989, -8.35958, 25.65202], [3.33099, -6.64203, 25.61590], [4.60695, -7.89550, 25.33292], [2.99383, -7.30782, 31.54741], [2.84761, -6.03631, 30.33281], [4.35468, -6.95104, 30.39724], [1.33637, -6.70809, 27.59968], [5.19377, -3.05159, 24.46151], [5.72693, -4.04393, 23.39576], [5.99544, -5.42566, 23.99660], [6.33934, -6.48976, 22.94773], [5.12597, -6.63520, 22.13140], [4.79432, -5.30591, 21.40349], [4.56739, -4.17961, 22.40125], [4.22651, -2.98763, 21.79221], [5.79001, -5.03864, 20.26032], [3.42712, -5.52763, 20.71650], [6.98433, -3.46497, 22.87103], [4.89306, -2.05199, 24.09211], [5.84443, -2.86377, 25.32030], [4.25017, -3.42149, 24.88676], [6.89885, -5.31105, 24.66095], [5.23705, -5.85325, 24.63409], [6.50612, -7.47200, 23.49328], [7.19682, -6.26046, 22.32625], [4.32208, -6.82352, 22.81913], [5.18822, -7.48459, 21.39595], [5.45396, -4.20230, 19.64876], [6.79894, -4.81470, 20.50560], [5.77305, -5.91965, 19.63460], [2.76737, -6.02456, 21.42469], [2.94983, -4.67128, 20.33366], [3.47571, -6.13999, 19.78989], [7.74117, -3.28547, 23.63502], [6.89656, -2.50445, 22.26585], [7.39930, -4.21325, 22.18875], [3.27551, -2.90396, 21.97498]], "lowdin_charge": [-0.03, -0.46, -0.04, -0.09, 0.06, 0.09, 0.08, 0.10, 0.09, 0.05, 0.08, 0.11, -0.06, -0.45, -0.02, -0.11, 0.08, 0.07, 0.09, 0.11, 0.05, 0.08, 0.07, 0.05, -0.05, -0.40, -0.04, -0.09, 0.09, 0.09, 0.07, 0.14, 0.04, 0.10, 0.06, 0.02, -0.03, -0.43, -0.05, -0.07, 0.04, 0.05, 0.09, 0.12, 0.07, 0.08, 0.06, 0.01, -0.04, -0.49, -0.04, -0.06, 0.11, 0.07, 0.07, 0.14, 0.07, 0.07, 0.07, 0.08, -0.04, -0.47, -0.05, -0.07, 0.08, 0.05, 0.10, 0.11, 0.10, 0.05, 0.06, 0.05, -0.01, -0.51, -0.12, -0.16, -0.15, -0.48, -0.08, -0.06, -0.03, -0.01, -0.03, 0.05, 0.08, 0.08, 0.10, 0.10, 0.11, 0.09, 0.11, 0.11, 0.10, 0.07, 0.07, 0.07, 0.12, 0.05, 0.09, 0.07, 0.07, 0.11, -0.03, -0.46, -0.10, -0.18, -0.15, -0.47, -0.08, -0.04, 0.00, -0.03, -0.03, 0.07, 0.07, 0.09, 0.11, 0.10, 0.06, 0.10, 0.12, 0.08, 0.09, 0.08, 0.04, 0.08, 0.08, 0.07, 0.07, 0.09, 0.07, 0.07, -0.02, -0.45, -0.09, -0.13, -0.12, -0.49, -0.09, -0.04, -0.03, -0.02, -0.03, 0.04, 0.08, 0.10, 0.10, 0.07, 0.10, 0.11, 0.12, 0.11, 0.09, 0.10, 0.06, 0.08, 0.09, 0.07, 0.08, 0.06, 0.08, 0.05, -0.02, -0.48, -0.15, -0.19, -0.13, -0.45, -0.10, -0.05, -0.01, -0.03, -0.04, 0.04, 0.09, 0.09, 0.11, 0.13, 0.09, 0.13, 0.11, 0.14, 0.05, 0.08, 0.07, 0.06, 0.07, 0.08, 0.09, 0.07, 0.09, 0.11, -0.01, -0.46, -0.12, -0.17, -0.16, -0.49, -0.07, -0.07, -0.01, -0.02, -0.02, 0.07, 0.04, 0.09, 0.12, 0.11, 0.09, 0.11, 0.12, 0.14, 0.05, 0.07, 0.06, 0.08, 0.06, 0.07, 0.05, 0.06, 0.08, 0.07, -0.02, -0.43, -0.16, -0.17, -0.14, -0.52, -0.09, -0.07, -0.01, -0.02, 0.00, 0.09, 0.08, 0.08, 0.12, 0.11, 0.13, 0.09, 0.13, 0.12, 0.06, 0.05, 0.08, 0.08, 0.07, 0.10, 0.04, 0.09, 0.07, 0.06, -0.01, -0.46, -0.15, -0.19, -0.14, -0.42, -0.07, -0.05, -0.04, -0.02, -0.03, 0.05, 0.07, 0.09, 0.12, 0.12, 0.11, 0.11, 0.13, 0.11, 0.07, 0.08, 0.07, 0.06, 0.06, 0.05, 0.08, 0.06, 0.06, 0.06, -0.01, -0.52, -0.12, -0.18, -0.10, -0.47, -0.07, -0.07, -0.01, -0.04, -0.02, 0.08, 0.06, 0.07, 0.14, 0.12, 0.07, 0.10, 0.11, 0.09, 0.10, 0.07, 0.07, 0.07, 0.07, 0.08, 0.08, 0.07, 0.06, 0.08, -0.03, -0.49, -0.12, -0.19, -0.17, -0.45, -0.09, -0.02, -0.03, -0.04, -0.05, 0.09, 0.08, 0.05, 0.14, 0.08, 0.12, 0.11, 0.09, 0.14, 0.09, 0.05, 0.08, 0.06, 0.06, 0.10, 0.09, 0.12, 0.05, 0.10]}